# 1
Here is a structure of composition C37H54Br3N5O7PRe in a non-equilibrium geometry from the OMol25 dataset. Energies are from ωB97M-V/def2-TZVPD.

Geometry as XYZ:
```
108
Properties=species:S:1:pos:R:3
Re 0.841 -0.408 -0.326
C -4.149 3.426 4.142
C -4.776 2.432 3.165
C -5.629 1.443 3.972
C -5.676 3.201 2.189
C -3.721 1.663 2.373
C -2.359 1.938 2.478
C -1.481 1.183 1.730
Br 0.360 1.633 1.703
C -1.881 0.138 0.905
O -0.906 -0.595 0.314
C -3.232 -0.137 0.749
C -4.107 0.650 1.500
C -3.837 -1.217 -0.156
C -2.827 -2.036 -0.966
C -4.618 -2.200 0.733
C -4.804 -0.570 -1.160
H -4.932 3.869 4.756
H -3.640 4.239 3.621
H -3.439 2.940 4.812
H -6.384 1.986 4.541
H -5.012 0.881 4.673
H -6.146 0.730 3.330
H -6.426 3.766 2.743
H -6.200 2.529 1.508
H -5.093 3.906 1.595
H -1.984 2.734 3.103
H -5.165 0.455 1.392
H -2.207 -2.662 -0.323
H -2.175 -1.413 -1.581
H -3.380 -2.697 -1.635
H -3.974 -2.611 1.511
H -4.991 -3.025 0.125
H -5.474 -1.727 1.213
H -4.258 -0.020 -1.929
H -5.509 0.112 -0.686
H -5.379 -1.350 -1.659
Br 0.994 -1.381 4.233
C 0.298 -2.700 3.067
C -0.382 -3.773 3.630
C -0.858 -4.749 2.776
C -0.615 -4.627 1.416
C 0.069 -3.511 0.971
N 0.509 -2.546 1.781
C 0.353 -3.396 -0.502
O 0.226 -4.353 -1.217
O 0.747 -2.226 -0.997
H -0.520 -3.832 4.699
H -1.407 -5.594 3.166
H -0.930 -5.372 0.701
Br 3.360 0.922 -4.722
C 1.935 -0.331 -4.828
C 1.145 -0.333 -5.963
C 0.172 -1.314 -6.106
C 0.040 -2.306 -5.147
C 0.845 -2.300 -4.017
C 1.774 -1.285 -3.831
C 2.573 -1.220 -2.576
O 3.511 -1.919 -2.329
O 2.174 -0.246 -1.699
H 1.302 0.409 -6.732
H -0.454 -1.319 -6.987
H -0.690 -3.093 -5.275
H 0.753 -3.084 -3.276
C 5.899 1.559 1.947
N 4.593 0.923 1.941
C 3.766 1.265 3.087
P 4.123 -0.175 0.807
O 2.603 -0.174 0.800
N 4.845 0.331 -0.559
C 5.797 -0.407 -1.374
C 4.536 1.671 -1.038
N 4.695 -1.678 1.097
C 6.056 -1.831 1.594
C 3.825 -2.814 1.366
H 5.787 2.642 2.046
H 6.430 1.356 1.020
H 6.510 1.206 2.782
H 3.607 2.347 3.123
H 4.240 0.960 4.023
H 2.803 0.776 3.009
H 5.839 -1.444 -1.061
H 6.794 0.041 -1.306
H 5.478 -0.394 -2.417
H 3.728 2.109 -0.454
H 4.213 1.621 -2.078
H 5.408 2.329 -0.973
H 6.679 -0.991 1.295
H 6.494 -2.740 1.179
H 6.076 -1.906 2.685
H 2.804 -2.573 1.085
H 3.846 -3.079 2.427
H 4.151 -3.677 0.783
C 0.758 2.939 -3.630
N -0.577 2.987 -3.053
C -1.536 3.838 -3.744
C -0.847 2.332 -1.923
C -2.183 2.570 -1.277
O 0.003 1.567 -1.431
H 1.105 3.956 -3.815
H 0.747 2.392 -4.572
H 1.433 2.445 -2.941
H -1.248 3.885 -4.792
H -1.537 4.854 -3.344
H -2.541 3.429 -3.693
H -2.580 3.556 -1.497
H -2.076 2.469 -0.201
H -2.898 1.817 -1.614
```

Summary:
charge: +1
lowest unoccupied orbital energy (alpha / beta): -3.10 / -2.90 eV
HOMO-LUMO gap (alpha / beta): 7.585 / 8.194 eV
2S+1: 4


# 2
Here is an isolated molecule of C10H19N3O4S in a non-equilibrium geometry from the OMol25 dataset. Energies are from ωB97M-V/def2-TZVPD.

Geometry as XYZ:
```
37
Properties=species:S:1:pos:R:3
C -1.401 0.808 -1.177
C -0.589 1.609 -0.132
C -2.424 -0.071 -0.473
C -3.335 -0.894 -1.361
C -5.105 1.196 -1.616
C 1.110 -0.225 0.281
C 0.621 -0.913 1.584
C 2.533 -0.477 -0.024
C 3.602 0.235 0.802
C 4.487 -0.691 1.568
H -0.043 0.490 -2.632
H -1.174 -0.697 -2.651
H -1.998 1.558 -1.745
H -3.082 0.550 0.165
H -1.934 -0.687 0.263
H -4.068 -1.438 -0.713
H -2.809 -1.601 -1.943
H -5.672 0.707 -0.827
H -4.469 2.021 -1.122
H -5.820 1.712 -2.273
H 1.147 1.785 0.865
H 0.583 -0.697 -0.551
H 2.741 -0.280 -1.132
H 2.807 -1.605 0.115
H 3.134 0.765 1.645
H 4.138 0.982 0.169
H 6.323 -0.776 2.428
H 6.132 0.592 1.316
H 2.347 -1.846 2.027
N -0.614 -0.077 -1.995
N 0.732 1.208 0.164
N 5.670 -0.245 1.928
O -1.040 2.675 0.234
O -0.459 -0.529 2.045
O 4.057 -1.807 1.969
O 1.296 -1.923 2.159
S -4.164 0.092 -2.628
```

Summary:
lowest unoccupied orbital energy: 0.17 eV
HOMO-LUMO gap: 8.683 eV


# 3
Here is a structure of composition C32H55BGeN8OOsS in a non-equilibrium geometry from the OMol25 dataset. Energies are from ωB97M-V/def2-TZVPD.

Geometry as XYZ:
```
100
Properties=species:S:1:pos:R:3
Os 0.014 -0.002 -0.016
C 3.448 2.093 0.503
C 3.070 2.279 -0.984
C 3.941 3.386 -1.575
C 1.594 2.591 -1.173
C 1.083 3.754 -1.740
C -0.295 3.636 -1.715
N -0.612 2.467 -1.177
N 0.533 1.795 -0.836
B -2.026 1.891 -0.943
N -2.154 0.549 -1.751
C -3.034 0.270 -2.709
C -2.800 -1.022 -3.163
C -1.735 -1.495 -2.410
N -1.343 -0.514 -1.551
C -1.070 -2.862 -2.495
C -1.175 -3.642 -1.135
C -1.655 -3.737 -3.598
N -2.196 1.655 0.577
C -3.119 2.196 1.364
C -2.906 1.753 2.655
C -1.795 0.914 2.603
N -1.379 0.851 1.311
C -1.153 0.244 3.810
C -1.114 -1.279 3.743
C -1.881 0.653 5.090
H 4.509 1.850 0.590
H 2.856 1.263 0.952
H 3.252 3.011 1.061
H 3.282 1.348 -1.523
H 3.766 4.333 -1.062
H 3.736 3.520 -2.640
H 4.992 3.124 -1.468
H 1.641 4.590 -2.119
H -1.023 4.349 -2.066
H -2.856 2.654 -1.323
H -3.787 0.962 -3.050
H -3.343 -1.538 -3.936
H -0.014 -2.682 -2.722
H -2.217 -3.845 -0.872
H -0.705 -2.998 -0.269
H -0.649 -4.606 -1.202
H -2.710 -3.947 -3.413
H -1.118 -4.684 -3.649
H -1.558 -3.244 -4.565
H -3.882 2.872 1.015
H -3.477 2.026 3.523
H -0.119 0.603 3.865
H -2.122 -1.686 3.697
H -0.618 -1.672 4.632
H -0.558 -1.625 2.877
H -2.916 0.305 5.077
H -1.877 1.737 5.211
H -1.381 0.220 5.954
C 4.864 -2.957 2.116
C 3.983 -1.722 1.929
C 2.533 -1.957 2.351
C 1.748 -2.946 1.474
Ge 1.277 -2.265 -0.318
C 2.642 -1.972 -1.717
C 3.244 -3.252 -2.318
C 4.078 -4.061 -1.331
C 4.707 -5.283 -2.000
H 5.891 -2.729 1.830
H 4.527 -3.797 1.507
H 4.863 -3.268 3.162
H 4.029 -1.374 0.892
H 4.391 -0.929 2.559
H 2.003 -1.005 2.355
H 2.533 -2.334 3.379
H 0.784 -3.113 1.968
H 2.242 -3.917 1.408
H 0.231 -3.328 -0.986
H 3.421 -1.304 -1.340
H 2.124 -1.446 -2.525
H 3.888 -2.952 -3.150
H 2.440 -3.878 -2.723
H 3.442 -4.408 -0.510
H 4.873 -3.429 -0.928
H 3.936 -5.944 -2.399
H 5.297 -5.845 -1.276
H 5.365 -4.979 -2.814
O 1.590 0.432 0.752
C -6.489 -3.644 1.158
C -5.063 -3.774 1.573
C -4.576 -4.748 2.395
C -3.192 -4.713 2.678
N -2.370 -3.792 2.191
C -2.864 -2.842 1.392
S -1.950 -1.605 0.689
N -4.192 -2.849 1.094
C -2.606 -5.758 3.571
H -7.099 -4.429 1.594
H -6.579 -3.709 0.072
H -6.894 -2.682 1.479
H -5.197 -5.521 2.819
H -4.520 -2.110 0.481
H -3.360 -6.461 3.914
H -2.149 -5.278 4.437
H -1.833 -6.305 3.030
```

Summary:
charge: +2
lowest unoccupied orbital energy (alpha / beta): -6.53 / -8.63 eV
HOMO-LUMO gap (alpha / beta): 6.692 / 5.007 eV
2S+1: 5


# 4
Here is a cluster of 8 separate species, C27H50ClO27P2 in total in a non-equilibrium geometry from the OMol25 dataset. Energies are from ωB97M-V/def2-TZVPD.

Geometry as XYZ:
```
107
Properties=species:S:1:pos:R:3
Cl -0.107 -0.668 0.081
O 0.210 -0.256 1.409
O 0.490 -1.915 -0.323
O -1.529 -0.869 -0.134
O 0.256 0.422 -0.767
C 0.882 -5.121 -1.207
C -0.513 -5.699 -1.458
O -0.313 -7.028 -1.861
C 0.982 -7.346 -1.717
O 1.521 -8.355 -2.045
O 1.687 -6.323 -1.187
H 1.078 -4.609 -0.269
H 1.263 -4.507 -2.027
H -1.052 -5.104 -2.196
H -1.072 -5.631 -0.520
C 3.232 3.592 -1.344
C 1.716 3.671 -1.486
O 1.360 4.139 -0.176
C 2.402 4.858 0.305
O 2.319 5.583 1.247
O 3.516 4.584 -0.361
H 3.759 3.822 -2.268
H 3.559 2.603 -1.019
H 1.211 2.710 -1.580
H 1.420 4.304 -2.325
C 3.654 -2.623 -1.980
C 4.619 -1.404 -1.937
O 5.886 -1.937 -1.572
C 5.794 -3.274 -1.447
O 6.693 -4.044 -1.338
O 4.511 -3.678 -1.595
H 3.334 -2.703 -3.017
H 2.844 -2.475 -1.267
H 4.352 -0.615 -1.235
H 4.662 -0.974 -2.938
C -0.199 -1.802 -4.322
C -1.489 -1.419 -3.600
O -2.270 -0.776 -4.602
C -1.630 -0.796 -5.795
O -1.983 -0.111 -6.704
O -0.466 -1.472 -5.678
H 0.043 -2.849 -4.154
H 0.610 -1.106 -4.082
H -1.327 -0.715 -2.785
H -1.970 -2.304 -3.181
C -3.879 -1.635 2.897
C -3.896 -0.333 2.100
O -5.270 0.108 2.300
C -5.766 -0.520 3.348
O -6.864 -0.370 3.810
O -4.906 -1.425 3.848
H -2.903 -1.651 3.385
H -4.079 -2.503 2.268
H -3.819 -0.402 1.016
H -3.236 0.475 2.420
C 3.134 -3.898 8.153
C 2.398 -3.375 6.914
O 3.266 -2.930 5.888
P 3.744 -1.403 5.685
O 4.840 -0.946 6.530
O 4.095 -1.414 4.118
C 3.098 -1.799 3.154
C 3.552 -1.326 1.783
O 2.374 -0.594 5.781
C 2.047 0.538 6.547
C 1.599 0.216 7.974
H 3.871 -3.162 8.473
H 2.405 -3.943 8.964
H 3.518 -4.884 7.905
H 1.852 -4.190 6.435
H 1.706 -2.587 7.227
H 3.109 -2.890 3.109
H 2.161 -1.344 3.464
H 3.510 -0.231 1.727
H 4.623 -1.400 1.559
H 3.026 -1.736 0.924
H 2.767 1.357 6.557
H 1.155 1.015 6.129
H 1.081 1.100 8.343
H 0.922 -0.637 8.029
H 2.465 -0.061 8.580
C -2.793 2.496 -0.976
C -2.087 2.984 -2.251
O -2.993 3.724 -3.096
P -2.600 5.132 -3.755
O -1.235 5.519 -3.371
O -2.905 4.838 -5.301
C -2.455 3.646 -5.945
C -3.692 2.815 -6.352
O -3.746 6.117 -3.309
C -5.012 5.627 -2.868
C -5.858 6.839 -2.514
H -3.750 2.115 -1.336
H -2.196 1.794 -0.397
H -3.020 3.300 -0.270
H -1.162 3.487 -1.986
H -1.877 2.133 -2.901
H -1.861 3.889 -6.826
H -1.804 3.078 -5.278
H -3.519 1.757 -6.159
H -4.440 3.143 -5.632
H -3.922 2.926 -7.407
H -5.569 5.143 -3.675
H -4.996 4.926 -2.037
H -6.873 6.591 -2.211
H -5.420 7.424 -1.699
H -5.862 7.561 -3.333
```

Summary:
charge: -1
lowest unoccupied orbital energy: 1.74 eV
HOMO-LUMO gap: 9.821 eV


# 5
Here is the ion C17H27N2O3 with charge +1 in a non-equilibrium geometry from the OMol25 dataset. Energies are from ωB97M-V/def2-TZVPD.

Geometry as XYZ:
```
49
Properties=species:S:1:pos:R:3
C 1.055 -3.728 -3.674
C -0.078 -3.014 -2.940
N 0.361 -2.422 -1.672
C 0.008 -1.158 -1.359
C 0.165 -0.586 -0.118
C 0.215 0.896 0.075
C 1.322 1.399 1.006
C 1.802 2.708 0.825
C 2.482 3.341 1.870
C 2.755 2.640 3.051
C 2.388 1.304 3.170
C 1.694 0.661 2.137
C 1.165 -3.212 -0.759
C 1.707 -4.420 -1.510
O 2.158 -4.043 -2.822
H 0.667 -4.674 -4.097
H 1.444 -3.098 -4.490
H -0.470 -2.207 -3.568
H -0.870 -3.757 -2.735
H -0.392 -0.589 -2.207
H 0.239 -1.226 0.768
H 0.390 1.325 -0.921
H 1.592 3.234 -0.113
H 2.798 4.379 1.748
H 3.264 3.154 3.873
H 2.637 0.745 4.072
H 1.382 -0.380 2.240
H 2.003 -2.616 -0.360
H 0.548 -3.543 0.090
H 2.605 -4.820 -1.023
H 0.908 -5.183 -1.556
O -3.199 0.543 -1.071
C -2.343 1.525 -1.672
C -1.709 2.344 -0.570
N -1.114 1.424 0.520
C -1.205 2.138 1.885
C -2.048 1.326 2.830
O -3.276 1.031 2.166
H -3.871 0.287 -1.733
H -1.559 1.034 -2.265
H -2.930 2.196 -2.315
H -0.901 2.985 -0.949
H -2.463 2.950 -0.055
H -1.782 0.646 0.566
H -0.219 2.304 2.313
H -1.638 3.122 1.689
H -1.519 0.397 3.086
H -2.240 1.901 3.742
H -3.923 0.737 2.830
```

Summary:
charge: +1
lowest unoccupied orbital energy: -2.04 eV
HOMO-LUMO gap: 8.708 eV


# 6
Here is a cluster of 2 separate species, C3H5Br2N2 in total in a non-equilibrium geometry from the OMol25 dataset. Energies are from ωB97M-V/def2-TZVPD.

Geometry as XYZ:
```
12
Properties=species:S:1:pos:R:3
C -0.787 0.743 0.268
C 1.152 -0.241 0.259
C 0.524 -0.905 -0.770
N 0.373 0.712 0.880
N -0.750 -0.214 -0.697
Br 3.196 4.063 4.340
Br 1.562 2.994 3.190
H -1.641 1.334 0.587
H 2.133 -0.276 0.739
H 0.881 -1.640 -1.491
H 0.837 1.351 1.565
H -1.646 -0.453 -1.020
```

Summary:
charge: +1
lowest unoccupied orbital energy: -4.77 eV
HOMO-LUMO gap: 8.630 eV


# 7
Here is a structure of composition C17H25N2Re in a non-equilibrium geometry from the OMol25 dataset. Energies are from ωB97M-V/def2-TZVPD.

Geometry as XYZ:
```
45
Properties=species:S:1:pos:R:3
C 4.330 1.258 -0.589
C 4.384 0.890 -2.024
C 4.185 2.686 -0.220
C 4.874 0.311 0.414
H 5.141 3.229 -0.283
H 3.833 2.808 0.806
H 3.493 3.210 -0.881
H 5.385 1.052 -2.456
H 3.694 1.484 -2.624
H 4.152 -0.164 -2.184
H 5.972 0.370 0.486
H 4.641 -0.725 0.165
H 4.492 0.514 1.416
C -2.071 0.918 -1.276
C -1.241 1.974 -0.828
C 0.015 1.866 -1.478
H -1.517 2.733 -0.116
C -0.043 0.749 -2.340
C -1.329 0.163 -2.213
H -1.694 -0.697 -2.748
H -3.093 0.744 -0.987
H 0.852 2.534 -1.360
H 0.748 0.414 -2.990
C -0.073 -1.367 2.168
C -1.024 -0.337 2.347
C -0.335 0.897 2.264
H -2.075 -0.468 2.545
C 1.038 0.629 2.026
C 1.199 -0.773 1.973
H 2.123 -1.302 1.815
H -0.275 -2.424 2.194
H -0.777 1.874 2.367
H 1.821 1.362 1.930
Re -0.208 -0.108 0.011
C -4.437 -3.728 0.357
N -4.401 -2.287 0.232
C -5.608 -1.491 0.173
C -3.098 -1.610 0.163
N -1.980 -1.029 0.104
H -5.479 -4.111 0.398
H -3.914 -4.035 1.287
H -3.928 -4.190 -0.516
H -5.621 -0.772 1.019
H -5.635 -0.927 -0.783
H -6.520 -2.121 0.234
```

Summary:
charge: +1
lowest unoccupied orbital energy (alpha / beta): -3.33 / -3.92 eV
HOMO-LUMO gap (alpha / beta): 5.902 / 6.998 eV
2S+1: 4


Ordered ΔE to the lowest compared entry with this formula, charge and spin results: 41.8 23.1 97.6 31.4 66.0 1.6 31.6; unit kcal per mole.